# C4H14N3O

A 2-piece molecular cluster, C4H14N3O overall (wB97M-V/def2-TZVPD, the OMol25 dataset).

Bonds (Å) are listed after each position.
CARTESIAN COORDINATES (ANGSTROEM)
1 C -1.914 -0.587 0.453  C2 1.523, N7 1.504, H8 1.085, H9 1.089
2 C -0.995 -1.268 -0.552  C1 1.523, C3 1.516, H10 1.092, H11 1.086
3 C -0.025 -0.248 -1.116  C2 1.516, C4 1.337, N6 1.396
4 C 1.271 -0.455 -0.857  C3 1.337, N5 1.427, H12 1.083
5 N 2.293 0.537 -0.949  C4 1.427, H13 1.011, H14 1.019
6 N -0.570 0.969 -1.528  C3 1.396, H15 1.006, H16 1.004
7 N -1.076 -0.136 1.618  C1 1.504, H17 1.017, H18 1.021, H19 1.026
8 H -2.641 -1.312 0.803  C1 1.085
9 H -2.408 0.308 0.078  C1 1.089
10 H -0.424 -2.027 -0.013  C2 1.092
11 H -1.578 -1.761 -1.324  C2 1.086
12 H 1.620 -1.442 -0.580  C4 1.083
13 H 3.161 0.089 -1.208  N5 1.011
14 H 2.096 1.283 -1.615  N5 1.019
15 H -1.454 0.939 -2.006  N6 1.006
16 H 0.105 1.584 -1.946  N6 1.004
17 H -1.647 0.003 2.448  N7 1.017
18 H -0.294 -0.758 1.833  N7 1.021
19 H -0.589 0.732 1.370  N7 1.026
20 H 1.893 1.451 2.423  O22 0.964
21 H 1.815 1.107 0.905  O22 0.978
22 O 1.361 0.991 1.764  H20 0.964, H21 0.978

2S+1: 1
Net charge: +1
Gap between HOMO and LUMO, eV: 8.57
Relative energy (zero: lowest compared OMol25 entry of this formula, charge and spin), kJ/mol: 121.4